18
Properties=species:S:1:pos:R:3:nbo_charge:R:1 method="wB97M-V/def2-TZVPD" relative_energy_ev=1.965 mol_weight_g_mol=118.12 lumo_ev=0.81 e_homo_ha=-0.311
C -0.494 1.506 0.590 -0.4117
C 0.806 0.611 0.469 -0.4398
C -1.478 1.269 -0.548 -0.7411
C 0.384 -0.843 0.565 -0.2484
C 1.117 -1.959 -0.066 -0.6756
O -3.070 -0.690 0.673 -1.0751
P -1.914 -0.505 -0.254 1.4927
H -0.905 1.718 1.569 0.2288
H -0.103 2.526 0.481 0.2104
H 1.095 0.899 -0.587 0.2002
H 1.537 0.827 1.180 0.2223
H -2.338 1.883 -0.582 0.2509
H -0.962 1.255 -1.411 0.2115
H -0.022 -1.128 1.504 0.2043
H 0.933 -1.957 -1.190 0.2207
H 0.734 -3.014 0.128 0.2274
H 2.149 -2.035 0.338 0.2223
H -2.217 -1.084 -1.480 -0.0998



18
Properties=species:S:1:pos:R:3:nbo_charge:R:1 method="wB97M-V/def2-TZVPD" relative_energy_ev=0.311 mol_weight_g_mol=119.21 lumo_ev=4.01 e_homo_ha=-0.115 charge=-1
C -2.915 -0.271 -0.505 -0.6126
C -2.051 0.148 0.693 -0.5389
S -0.610 1.151 0.237 -0.4258
H -2.319 -0.355 -1.409 0.2100
H -3.720 0.448 -0.677 0.1795
H -3.395 -1.242 -0.319 0.1804
H -1.659 -0.741 1.192 0.2287
H -2.664 0.712 1.398 0.1784
O 0.289 -1.640 0.884 -0.7385
C 0.910 -0.573 0.737 0.3471
C 1.832 -0.392 -0.477 -0.4884
C 2.682 0.872 -0.390 -0.6114
H 1.271 -0.027 1.630 0.0942
H 1.206 -0.363 -1.368 0.2159
H 2.453 -1.292 -0.533 0.1850
H 2.025 1.737 -0.304 0.2236
H 3.318 0.982 -1.267 0.1879
H 3.347 0.847 0.479 0.1848



HOMO-LUMO gap for every record listed, in sequence, given in eV: 9.2664; 7.1515.
E_tot for every record listed, in sequence, given in eV: -16697.700; -18246.678.